The following is a quantum chemistry calculation of one molecule with the formula C2H5NO at a distorted geometry, from OMol25.

```
9
Properties=species:S:1:pos:R:3:nbo_charge:R:1
C -0.3478 -1.6067 0.6002 -0.515
C 0.1472 -0.3564 0.5817 0.121
O -0.3918 0.5134 -0.3828 -0.413
N 0.4971 1.5439 -0.7050 -0.493
H -0.2523 -2.4394 1.3351 0.230
H -1.0439 -1.6927 -0.2835 0.213
H 0.9147 0.1845 1.1929 0.198
H 0.6279 1.4540 -1.6198 0.328
H -0.1510 2.3994 -0.7187 0.331
```

As for the SMILES: C=CON. The spin multiplicity is 1. The lowest unoccupied orbital energy comes out at 1.18 eV. For the relative energy (zero: lowest compared OMol25 entry of this formula, charge and spin), the calculation gives 3.7471 eV.